Here is a cluster of 6 separate species, C43H69N2O6S in total in a non-equilibrium geometry from the OMol25 dataset. Energies are from ωB97M-V/def2-TZVPD.

```
121
Properties=species:S:1:pos:R:3:forces:R:3
C -6.109155 -3.017022 4.582981 0.275 4.917 -5.534
C -5.836204 -2.066902 3.696211 -1.228 -4.397 2.725
C -5.592469 -1.098269 2.414186 -0.638 -0.693 1.473
N -4.266653 -1.135329 1.911788 -3.935 0.555 0.440
N -4.002470 -0.398074 0.829301 -4.075 1.461 -0.174
C -2.601232 -0.450431 0.250859 1.825 -1.701 -0.694
C -1.626507 -1.474875 1.012096 3.303 -1.734 2.391
C -1.824146 -3.030450 1.155627 2.795 1.236 1.184
C -0.754749 -3.943244 1.899344 0.414 4.443 -0.523
C 0.563443 -3.266495 2.512194 -2.095 2.046 -1.510
C 0.817731 -1.701586 2.407719 -3.192 -1.418 -1.641
C 2.131395 -0.934942 2.972124 0.094 0.340 -0.375
C -0.297549 -0.851072 1.654401 -0.460 -2.809 0.078
C -5.044315 0.391011 0.222276 -1.180 1.207 -1.878
C -4.597186 1.205843 -1.126871 0.408 0.041 0.614
C -3.740678 2.529576 -0.688188 -0.500 0.483 -0.124
C -4.752906 3.800623 -0.431367 0.399 0.167 1.008
C -4.976127 4.048339 1.176279 -0.906 -0.447 -0.052
O -4.753279 5.446552 1.561529 0.457 -1.614 0.836
C -6.539390 0.590634 0.658841 0.701 -3.681 3.503
C -7.630210 1.530361 -0.054873 0.057 -1.099 -1.778
C -8.163174 1.320872 -1.395885 0.947 0.660 2.188
C -6.873977 -0.297502 1.968064 3.398 1.371 -2.762
C -8.319571 -0.319327 2.665678 1.502 0.019 0.805
S -9.442446 -1.364466 1.612456 -0.292 -0.101 0.354
C -9.891829 -2.930379 2.531362 0.640 -1.474 0.407
C -8.924151 -4.197126 2.118659 0.287 0.254 0.781
H -6.674459 -3.871371 5.125169 1.627 2.050 -0.947
H -2.074507 0.569205 0.213398 -1.218 -1.448 0.282
H -2.724216 -0.828985 -0.835119 0.103 0.699 1.766
H -2.752103 -3.530585 0.689361 1.656 0.888 0.908
H -0.971195 -5.075348 1.971218 0.580 2.188 -0.076
H 1.379461 -3.907403 3.031763 -1.666 1.071 -0.957
H 2.796946 -0.539789 2.097153 -1.417 -0.803 1.371
H 2.822020 -1.576642 3.629133 -1.374 0.640 -1.038
H 1.874839 0.015757 3.598749 0.086 -1.802 -1.153
H -0.109447 0.295236 1.553335 -0.339 -2.311 0.104
H -4.009795 0.520004 -1.867956 -0.964 1.148 1.624
H -5.500049 1.599034 -1.723968 1.280 -0.952 1.294
H -2.986885 2.746044 -1.529929 -1.175 -0.222 1.331
H -3.166900 2.395603 0.304798 -0.778 -0.035 -1.691
H -4.297042 4.799860 -0.822430 -0.894 -1.918 0.469
H -5.787543 3.572359 -0.910328 1.897 0.636 0.667
H -4.319294 3.367275 1.832863 -0.866 0.902 -1.140
H -6.082603 3.805033 1.438451 1.727 0.212 -0.438
H -4.507942 5.401549 2.528003 -0.419 0.238 -1.564
H -8.059405 2.414231 0.549643 1.885 -0.767 -1.251
H -8.060769 2.221220 -2.125154 -1.651 -1.274 1.648
H -8.706860 0.360788 -1.737050 2.240 1.144 0.182
H -8.203784 -0.764919 3.735729 -0.219 0.795 -1.932
H -8.743277 0.765411 2.744192 0.878 -2.020 -0.293
H -10.971722 -3.264139 2.245609 1.845 1.247 0.620
H -9.788941 -2.732682 3.673915 -0.457 -0.308 -2.098
H -8.054861 -3.884633 1.431800 -1.493 -0.375 1.003
H -8.440938 -4.557610 3.111035 -0.832 0.275 -1.828
H -9.514394 -5.056405 1.617711 0.971 1.501 0.937
C 3.241945 -7.768728 5.054552 0.135 -0.089 0.501
C 2.054071 -8.076946 4.173453 -0.108 -0.327 -0.420
C 1.385885 -6.721994 4.058591 -0.244 0.259 0.136
O 2.424781 -5.737012 4.150973 -0.056 -0.258 0.026
C 3.630762 -6.381378 4.586405 0.298 0.234 -0.204
H 4.054927 -8.491726 4.964922 -0.059 0.094 0.004
H 2.927253 -7.734853 6.103248 0.075 -0.018 -0.075
H 2.399406 -8.407967 3.188082 -0.071 0.002 0.075
H 1.392949 -8.845131 4.579269 0.036 0.090 -0.041
H 0.688200 -6.551201 4.885376 -0.071 -0.061 -0.041
H 0.845966 -6.599452 3.115924 0.070 0.093 0.031
H 4.312778 -6.428115 3.730637 0.062 -0.024 0.071
H 4.100803 -5.788650 5.374623 -0.099 0.057 -0.097
C 3.779700 2.963179 -0.758390 0.544 0.024 0.169
C 2.929540 2.364265 -1.850095 -0.314 0.115 -0.494
C 2.275073 1.198058 -1.138819 -0.010 -0.368 0.096
O 2.139055 1.571694 0.241646 0.093 0.132 -0.175
C 2.909595 2.763574 0.465541 -0.234 0.152 0.274
H 4.040961 4.009172 -0.929283 -0.015 -0.107 0.033
H 4.707520 2.390463 -0.654649 -0.053 0.108 -0.035
H 2.166876 3.085743 -2.163617 0.037 -0.061 -0.013
H 3.496602 2.061548 -2.732390 -0.004 0.029 0.122
H 2.903595 0.302298 -1.181612 -0.039 -0.013 -0.104
H 1.292511 0.954906 -1.551939 0.006 -0.039 0.129
H 2.208435 3.595548 0.593913 0.072 0.061 0.042
H 3.494642 2.655814 1.382147 -0.121 -0.076 -0.009
C 7.794552 2.044396 -5.122844 0.205 -0.457 -0.062
C 6.823694 2.916000 -5.884083 -0.026 0.401 -0.344
C 5.566929 2.794578 -5.046919 -0.301 -0.109 0.104
O 5.988548 2.591334 -3.690470 0.142 -0.042 -0.205
C 7.394790 2.307317 -3.685256 0.041 0.182 0.350
H 8.842769 2.275815 -5.322521 -0.078 -0.015 0.053
H 7.622272 0.991562 -5.372216 0.068 0.067 0.020
H 7.175833 3.953318 -5.881079 -0.060 -0.065 -0.037
H 6.676620 2.608362 -6.921347 0.033 0.051 0.074
H 4.972096 1.924922 -5.346500 -0.032 0.034 -0.099
H 4.936285 3.685309 -5.106089 0.016 -0.069 0.112
H 7.911918 3.185706 -3.284089 0.085 -0.060 0.006
H 7.595829 1.455523 -3.031055 -0.113 0.076 0.022
C -1.791542 0.989388 3.944301 0.260 -0.160 -0.287
C -1.642895 1.923593 5.122741 0.044 -0.024 0.482
C -2.648767 3.008142 4.795178 -0.034 0.408 -0.015
O -3.702918 2.384352 4.047624 0.186 -0.155 -0.068
C -3.278078 1.068844 3.664108 -0.249 0.113 0.291
H -1.449791 -0.027884 4.143867 -0.044 0.089 -0.083
H -1.228621 1.378592 3.089287 -0.048 -0.041 0.091
H -1.935778 1.408060 6.043659 0.057 0.074 -0.055
H -0.629586 2.307950 5.254176 -0.107 -0.013 -0.017
H -2.204481 3.785031 4.163564 0.068 0.039 0.069
H -3.062279 3.480621 5.689537 -0.080 -0.033 -0.134
H -3.835317 0.347015 4.271194 0.034 -0.096 -0.077
H -3.516623 0.898186 2.614628 0.017 0.368 0.225
C 10.466417 1.089736 -9.241575 0.281 -0.149 -0.413
C 10.626164 2.021965 -8.063336 0.119 -0.028 0.492
C 9.623443 3.111400 -8.384838 -0.119 0.317 -0.182
O 8.562623 2.494176 -9.126540 0.265 -0.142 0.123
C 8.978377 1.177093 -9.513456 -0.360 -0.084 0.029
H 10.804293 0.070420 -9.044548 -0.051 0.079 -0.031
H 11.026552 1.476762 -10.099682 -0.044 -0.077 0.060
H 10.335740 1.506984 -7.140993 0.052 0.049 -0.042
H 11.642102 2.401346 -7.937025 -0.100 -0.007 -0.007
H 10.067801 3.886442 -9.018159 0.050 0.038 0.092
H 9.217104 3.585191 -7.487467 -0.078 -0.005 -0.107
H 8.420807 0.457498 -8.903796 0.031 -0.090 -0.057
H 8.732747 1.007483 -10.564427 -0.070 0.095 0.083
```
Positions in Å, forces in eV/Å.

Results
Orbital gap = 6.151 eV
M = 742.10 g/mol
Net charge = +1
Highest occupied orbital energy = -10.53 eV
2S+1 = 1
Max |F| = 7.41 eV/Å